(A)
Entry from the OMol25 dataset: an isolated ion of composition C3H7IN and charge +1 (ωB97M-V/def2-TZVPD).

The calculation puts the HOMO-LUMO gap at 9.77 eV. The SMILES is C[N@H+]1C[C@@H]1I. The total charge is +1. Its LUMO energy is -4.40 eV. The spin multiplicity is 1.

Atoms and positions in Å:
C  0.68105  0.84372  -0.03435
N  -0.58360  0.24414  -0.34802
C  -0.73665  -1.20512  -0.21431
C  -1.48442  -0.30459  0.64030
I  -3.58328  -0.09097  -0.04499
H  0.68933  1.98953  -0.27016
H  1.25694  0.61713  0.96187
H  1.39004  0.34857  -0.71850
H  -0.84070  0.65423  -1.18765
H  0.25246  -1.65412  0.28169
H  -1.24307  -1.86864  -0.88329
H  -1.21428  -0.11021  1.62454

Here are the natural (NBO) charges for atoms 1 to 4, given in e:
1. C -0.47
2. N -0.38
3. C -0.25
4. C -0.13


(B)
Entry from the OMol25 dataset: an isolated ion of composition C3H7IN and charge +1 (ωB97M-V/def2-TZVPD).

The calculation puts the HOMO-LUMO gap at 9.84 eV. The SMILES is [NH3+]C1(I)CC1. The total charge is +1. Its LUMO energy is -3.96 eV. The spin multiplicity is 1.

Atoms and positions in Å:
N  -0.74582  0.88504  -0.86247
C  -0.39829  0.04743  0.41011
I  -1.57850  0.70887  2.08621
C  0.16369  -1.25004  0.00365
C  1.20149  -0.26381  0.51032
H  0.28203  1.04546  -1.31318
H  -1.05871  1.80665  -0.49029
H  -1.44198  0.42462  -1.52672
H  0.14731  -1.34095  -1.02633
H  -0.01294  -2.08229  0.60463
H  1.48349  -0.27965  1.54192
H  1.95822  0.29868  0.06214

Here are the natural (NBO) charges for atoms 1 to 4, given in e:
1. N -0.75
2. C -0.05
3. I 0.27
4. C -0.43


It is (A) that is the least stable of them.